[1]
# C15H38BNO15

A 9-piece molecular cluster, C15H38BNO15 overall at a distorted geometry (ωB97M-V with the def2-TZVPD basis set, OMol25).

Summary:
DFT total energy: -1802.50179 Eh
E_LUMO: -0.0211 Ha
Max |F|: 11.43 eV/Å
Orbital gap: 8.5 eV

```
70
Properties=species:S:1:pos:R:3:forces:R:3
C -3.362129 0.706157 4.871314 -2.1 -1.0 2.5
C -3.565129 1.407157 3.605314 1.0 -0.4 -3.1
C -3.190129 0.431157 2.422314 1.9 -1.0 1.2
C -3.518129 0.943157 1.049314 -1.5 2.6 0.8
N -3.083129 0.144157 -0.114686 -1.4 -2.2 -1.9
C -3.934129 -1.112843 -0.289686 -2.0 -2.7 0.5
C -2.934129 -2.378843 -0.428686 -1.5 -0.1 -1.0
C -1.702129 -1.994843 0.344314 2.2 1.4 -8.7
C -1.698129 -0.454843 0.045314 3.9 1.6 2.0
C -3.262129 0.870157 -1.458686 -2.8 0.2 0.1
C -2.497129 2.124157 -1.607686 1.4 -0.8 -3.5
C -3.157129 2.908157 -2.722686 2.2 0.5 -4.0
H -3.896129 -0.284843 4.744314 1.0 0.7 0.6
H -3.972129 1.215157 5.671314 0.8 -0.4 -0.5
H -2.335129 0.608157 5.263314 -0.4 -0.1 -0.6
H -2.984129 2.316157 3.527314 0.3 0.2 -0.1
H -4.563129 1.690157 3.350314 -1.1 0.2 0.7
H -3.619129 -0.609843 2.635314 0.0 1.5 -0.5
H -2.115129 0.212157 2.518314 -0.1 0.2 0.0
H -3.339129 1.990157 0.766314 1.8 -0.2 0.8
H -4.562129 1.304157 1.250314 -0.6 -2.0 -1.6
H -4.807129 -1.085843 -1.134686 2.5 0.4 2.0
H -4.459129 -1.257843 0.717314 0.6 0.2 -1.5
H -2.623129 -2.573843 -1.538686 -1.0 0.1 2.0
H -3.412129 -3.260843 0.119314 0.4 1.0 -1.5
H -0.767129 -2.647843 -0.137686 -2.2 2.3 1.7
H -1.814129 -2.142843 1.269314 -0.5 -1.4 7.4
H -1.122129 -0.220843 -0.815686 -0.1 -0.3 -1.5
H -0.977129 0.207157 0.748314 -2.2 -1.5 -0.9
H -4.386129 1.082157 -1.621686 1.3 0.0 1.3
H -3.198129 0.222157 -2.340686 1.1 -0.5 0.6
H -1.527129 1.861157 -2.118686 -0.3 0.3 1.3
H -2.369129 2.688157 -0.739686 0.3 0.9 1.3
H -4.179129 3.097157 -2.647686 -1.8 0.5 0.7
H -3.101129 2.359157 -3.810686 0.1 0.8 2.7
H -2.612129 3.879157 -2.973686 -0.7 -1.2 0.7
O 3.996871 -2.388843 2.365314 1.2 -1.9 3.1
C 3.436871 -1.994843 1.426314 0.7 2.2 -1.5
O 3.990871 -1.191843 0.565314 0.6 1.6 -1.7
B 2.988871 -0.691843 -0.421686 1.5 -0.6 2.1
O 1.816871 -1.400843 0.003314 -2.7 1.6 -2.2
C 2.064871 -2.193843 0.941314 -0.3 -3.6 1.7
O 1.418871 -3.162843 1.265314 -0.9 1.0 -0.7
O 3.295871 -0.927843 -1.765686 1.1 -5.3 0.4
C 3.263871 0.099157 -2.468686 -1.9 0.0 -5.8
O 3.122871 0.041157 -3.699686 1.2 0.6 2.3
C 3.032871 1.174157 -1.527686 2.3 6.4 -5.9
O 2.842871 0.742157 -0.423686 -1.8 -1.6 7.4
O 3.188871 2.335157 -1.850686 -0.6 0.2 0.1
O 2.298871 2.067157 -5.307686 -0.9 0.3 -0.7
H 2.625871 1.277157 -4.880686 0.3 -0.3 0.4
H 2.947871 2.741157 -5.145686 0.4 0.4 0.2
O 1.510871 -2.434843 -3.954686 -1.2 -1.1 0.1
H 1.444871 -3.138843 -3.298686 -0.3 -0.2 -0.2
H 2.233871 -1.956843 -3.601686 1.4 1.3 0.1
O 6.303871 0.313157 -1.480686 3.0 0.8 11.0
H 6.218871 0.217157 -2.312686 -0.2 -1.2 -9.4
H 7.262871 0.133157 -1.126686 -3.0 0.5 -1.6
O 0.976871 -4.897843 3.112314 0.5 3.3 -2.5
H 1.231871 -4.046843 2.438314 -1.4 -3.6 2.5
H 1.808871 -4.846843 3.584314 0.4 -0.5 0.7
O 5.152871 2.415157 1.054314 -3.1 1.3 0.0
H 5.024871 1.687157 0.431314 0.2 0.1 0.0
H 4.207871 2.866157 1.046314 3.0 -1.3 0.0
O 3.390871 -4.352843 4.372314 2.3 -0.5 -3.2
H 3.095871 -3.704843 4.954314 -0.8 1.8 1.7
H 3.879871 -3.816843 3.640314 -1.3 -1.2 1.8
O 3.179871 5.221157 -2.018686 -2.4 -0.5 -0.8
H 2.253871 5.327157 -2.397686 1.7 0.4 0.6
H 3.131871 4.251157 -1.934686 0.7 0.1 0.2
```
Forces are in eV/Å.

From a Mulliken analysis of the wavefunction, the atomic charges in e read: C -1.25; C -0.43; C -0.16; C -0.95; N 1.01; C -0.54; C -0.49; C -0.60; C -0.95; C -1.47; C 0.21; C -1.53; H 0.33; H 0.37; H 0.32; H 0.35; H 0.37; H 0.28; H 0.19; H 0.28; H 0.29; H 0.29; H 0.29; H 0.29; H 0.36; H 0.02; H 0.69; H 0.41; H 0.31; H 0.57; H 0.52; H 0.13; H 0.47; H 0.42; H 0.29; H 0.35; O -0.67; C 0.30; O -0.78; B 1.47; O -0.37; C 0.78; O -0.63; O -0.48; C 0.79; O -0.90; C 0.76; O -0.64; O -0.93; O -0.65; H 0.45; H 0.29; O -0.64; H 0.29; H 0.34; O -0.51; H 0.23; H 0.29; O -0.78; H 0.40; H 0.41; O -0.68; H 0.33; H 0.32; O -0.72; H 0.30; H 0.41; O -0.64; H 0.31; H 0.54

=====

[2]
# C4H8O2

An isolated molecule of C4H8O2 at a distorted geometry (ωB97M-V with the def2-TZVPD basis set, OMol25).

Summary:
SMILES: OC/C=C/CO
DFT total energy: -307.62000 Eh
E_LUMO: 0.0297 Ha
Max |F|: 2.63 eV/Å
Orbital gap: 10.8 eV

```
14
Properties=species:S:1:pos:R:3:forces:R:3
O -2.399714 0.769610 -0.935318 0.9 0.4 -0.5
C -1.032804 1.160852 -1.308890 -0.9 1.7 -0.7
C -0.058665 0.155868 -0.785782 -0.3 0.9 -0.3
C 0.728774 0.327896 0.274521 -0.2 0.2 0.0
C 1.567177 -0.851578 0.653051 2.3 -0.2 0.7
O 1.221041 -1.364237 1.973627 0.9 -1.4 -0.6
H -2.429073 0.464234 -0.020584 0.3 0.1 -0.1
H -0.780524 2.240680 -0.878854 -0.6 -2.1 -1.0
H -1.080129 1.176394 -2.497447 0.3 0.2 2.6
H -0.069072 -0.750520 -1.372519 0.1 -0.4 0.3
H 0.760109 1.304323 0.816105 0.0 -1.0 -0.4
H 2.740918 -0.605101 0.674392 -2.5 -0.4 -0.3
H 1.347976 -1.591934 -0.142844 0.5 0.1 0.6
H 1.712290 -2.239285 2.117869 -1.0 2.0 -0.4
```
Forces are in eV/Å.

From a Mulliken analysis of the wavefunction, the atomic charges in e read: O -0.51; C -0.39; C -0.42; C 0.11; C -0.29; O -0.52; H 0.33; H 0.22; H 0.23; H 0.19; H 0.28; H 0.24; H 0.23; H 0.31

=====

[3]
# C33H24N3O4Ti

C33H24N3O4Ti as an isolated structure at a distorted geometry (ωB97M-V with the def2-TZVPD basis set, OMol25).

Summary:
DFT total energy: -2586.78277 Eh
E_LUMO: 0.0811 Ha
Max |F|: 1.08 eV/Å
Total charge: -1
Orbital gap: 5.4 eV

```
65
Properties=species:S:1:pos:R:3:forces:R:3
Ti -0.966090 0.482891 0.314026 0.0 -1.0 0.4
C 1.721808 1.249792 3.109285 0.0 0.0 0.0
O 1.379285 0.941965 1.774820 0.2 -0.1 0.0
C 2.396390 0.530736 0.945343 0.0 0.0 0.1
C 3.712056 0.353292 1.309720 0.0 0.0 0.0
C 4.649485 -0.028835 0.339409 0.0 0.0 0.0
C 4.246720 -0.214006 -0.969413 0.0 0.0 0.0
C 2.913537 -0.050821 -1.339126 0.0 0.0 0.0
C 1.967357 0.305493 -0.381884 0.0 0.0 0.0
N 0.637618 0.436123 -0.597746 0.5 0.1 -0.1
N 0.004807 0.245137 -1.831589 -0.2 0.1 0.2
C -0.630532 1.414371 -2.265438 -0.1 0.3 -0.1
C -1.180397 2.392511 -1.424039 -0.1 0.1 0.2
O -1.118767 2.286850 -0.049957 -0.2 0.1 -0.4
C -1.946907 3.452948 -1.935864 0.1 0.1 0.1
C -2.185478 3.598407 -3.271657 0.0 0.0 0.0
C -1.665723 2.644275 -4.170258 0.0 0.0 -0.1
C -1.895183 2.726397 -5.568408 0.0 0.0 0.0
C -1.386489 1.798897 -6.429587 0.0 0.0 0.0
C -0.608211 0.729659 -5.930296 0.0 0.0 0.0
C -0.371349 0.621189 -4.589387 0.0 0.0 0.0
C -0.893574 1.568246 -3.668667 0.2 -0.3 0.0
H 2.526142 1.990206 3.137692 0.0 0.0 0.0
H 2.036777 0.351367 3.651046 0.0 0.0 0.0
H 0.827956 1.660161 3.572422 0.0 0.0 0.0
H 4.029165 0.513523 2.330986 0.0 0.0 0.0
H 5.684682 -0.167116 0.623531 0.0 0.0 0.0
H 4.974367 -0.496911 -1.721006 0.0 0.0 0.0
H 2.575917 -0.198700 -2.355923 0.0 0.0 0.0
H -2.366277 4.138897 -1.209947 0.0 0.0 0.0
H -2.789300 4.416230 -3.646586 0.0 0.0 0.0
H -2.492214 3.552019 -5.941658 0.0 0.0 0.0
H -1.576634 1.880911 -7.493402 0.0 0.0 0.0
H -0.196645 -0.003143 -6.614466 0.0 0.0 0.0
H 0.219556 -0.191147 -4.188709 0.0 0.0 0.0
C -2.407299 2.014926 4.254858 0.0 0.0 0.0
C -2.082208 1.001164 5.148938 0.0 0.0 0.0
C -1.469035 -0.152999 4.684707 0.0 0.1 0.0
C -1.179430 -0.282016 3.326750 0.1 -0.1 -0.1
C -1.501905 0.721636 2.405024 -0.2 0.2 -0.2
C -2.123387 1.868959 2.901618 0.0 -0.1 0.0
C -0.484382 -1.478083 2.782639 -0.1 0.1 0.2
C 0.008303 -2.522390 3.613420 0.0 0.0 -0.1
C 0.647739 -3.576053 3.042851 0.0 0.0 0.0
C 0.796078 -3.643706 1.638178 0.0 -0.1 0.1
C 1.435250 -4.727943 0.989553 0.0 0.0 0.1
C 1.535327 -4.750801 -0.368906 0.0 0.1 -0.1
C 0.990758 -3.691005 -1.131625 0.1 -0.1 0.0
C 0.371814 -2.629265 -0.538985 0.0 0.0 0.1
C 0.273719 -2.580974 0.875432 0.0 0.1 0.0
N -0.327459 -1.510615 1.478477 0.0 0.2 -0.3
H -2.887569 2.917887 4.615639 0.0 0.0 0.0
H -2.307226 1.104142 6.203747 0.0 0.0 0.0
H -1.226692 -0.935520 5.393514 0.0 0.0 0.0
H -2.383299 2.662664 2.209879 0.0 0.0 0.0
H -0.115172 -2.471096 4.684474 0.0 0.0 0.0
H 1.047677 -4.376356 3.656346 0.0 0.0 0.0
H 1.839899 -5.532239 1.593676 0.0 0.0 0.0
H 2.025954 -5.577948 -0.866279 0.0 0.0 0.0
H 1.065327 -3.715425 -2.211678 0.0 0.0 0.0
H -0.041502 -1.833866 -1.149919 0.0 0.0 0.0
O -2.297038 -0.794174 -0.439809 -0.1 0.3 0.1
C -3.468132 -0.290928 -0.689116 0.1 -0.1 0.0
O -3.869884 0.785704 -0.291616 -0.1 0.1 0.0
H -4.100082 -0.935491 -1.325055 0.0 -0.1 0.0
```
Forces are in eV/Å.

From a Mulliken analysis of the wavefunction, the atomic charges in e read: Ti -0.81; C -1.18; O 0.14; C 0.85; C -0.51; C -0.84; C -0.63; C -0.58; C -0.13; N 0.86; N -1.00; C 0.31; C 0.60; O -0.55; C -0.76; C -1.11; C 0.99; C -0.83; C -0.43; C -0.74; C -0.64; C 0.61; H 0.51; H 0.41; H 0.12; H 0.42; H 0.37; H 0.37; H 0.49; H 0.40; H 0.32; H 0.35; H 0.37; H 0.37; H 0.35; C -0.74; C -0.80; C -0.79; C 1.07; C -0.20; C 0.07; C 1.38; C -1.26; C -1.00; C 1.03; C -0.91; C -0.61; C -0.81; C -0.48; C 0.28; N 0.92; H 0.42; H 0.38; H 0.32; H 0.42; H 0.33; H 0.40; H 0.38; H 0.38; H 0.48; H 0.35; O -0.21; C -0.14; O -0.53; H 0.38

=====

[4]
# C5H7NO2

A 2-piece molecular cluster, C5H7NO2 overall at a distorted geometry (ωB97M-V with the def2-TZVPD basis set, OMol25).

Summary:
DFT total energy: -399.71824 Eh
E_LUMO: 0.0027 Ha
Max |F|: 7.11 eV/Å
Orbital gap: 10.2 eV

```
15
Properties=species:S:1:pos:R:3:forces:R:3
C 2.165039 -0.155935 0.265523 5.8 -2.1 0.9
C 0.896105 -0.767611 -0.199568 -1.4 -2.3 -1.7
C -0.028970 0.335132 -0.627406 -0.2 5.0 -3.0
C -0.734846 1.370947 0.297947 -0.2 1.1 -2.2
C -2.138563 -0.545550 -0.108094 5.4 -4.3 -1.5
H 2.184821 0.126724 1.765953 0.1 -0.3 -4.3
H 0.420929 -1.537984 0.588119 1.5 1.8 -1.9
H 1.163941 -1.209917 -1.322038 -0.6 0.2 3.4
H 0.518654 0.779250 -1.627650 -1.7 -0.6 2.7
H -0.812934 2.577814 0.372109 0.5 -3.0 -1.3
H -0.771099 1.079286 1.318136 -0.6 -1.0 0.7
H -2.912703 -0.565884 0.489126 -5.0 1.8 2.5
N -1.573842 0.545382 -0.825461 2.7 -1.3 3.5
O 3.242886 -0.330208 -0.413187 -5.2 1.8 3.7
O -1.619425 -1.701443 0.026493 -1.1 3.2 -1.5
```
Forces are in eV/Å.

From a Mulliken analysis of the wavefunction, the atomic charges in e read: C 0.03; C -0.14; C 0.07; C -0.61; C -0.01; H 0.20; H 0.31; H 0.23; H 0.26; H 0.23; H 0.27; H 0.54; N -0.41; O -0.44; O -0.54